Density functional theory data (ωB97M-V/def2-TZVPD) for C33H38BBrGeIrN4O9S as an isolated structure at a distorted geometry.

The geometry in XYZ format:
```
89
Properties=species:S:1:pos:R:3:forces:R:3:lowdin_spin:R:1
H 3.0411 1.4251 4.7287 -0.04 0.28 0.06 0.000
N -0.2363 -1.4323 1.0567 0.31 0.77 -1.42 -0.001
H -3.0334 -2.7729 2.3469 -0.11 -0.06 0.05 -0.001
O 3.4143 0.4890 -2.5855 -0.47 0.28 0.06 0.001
Ir 0.2364 1.0715 0.4962 -1.47 0.90 3.25 0.417
H -2.3621 -2.8238 -3.5458 -0.13 -0.02 -0.03 0.000
H -1.3999 -4.5663 2.8614 -0.13 -0.05 0.11 -0.003
C -1.0799 -3.5993 2.5063 -0.73 0.03 -0.05 -0.039
H 1.3942 -4.8551 -1.4626 -0.06 -0.10 0.02 0.000
C -1.4209 3.4349 1.8155 1.46 1.46 -1.02 0.008
C -3.3532 -0.1403 2.7180 -0.85 1.66 0.64 -0.049
C -5.1069 1.0350 4.1970 0.60 -0.29 -0.50 0.003
H 2.6907 -3.9465 -2.2305 0.13 0.00 -0.02 0.000
H 1.4091 -4.6420 -3.2290 -0.04 -0.08 -0.16 0.000
C 3.2048 0.4342 4.3174 -0.04 0.03 -0.67 0.018
O 1.0513 -2.4112 -0.7764 0.44 0.12 0.18 -0.001
H 3.6951 3.0773 -1.8562 0.22 0.01 -0.04 0.000
N -0.3618 3.3537 0.9459 -1.04 -1.16 0.40 0.050
H 5.7864 1.2889 2.9311 0.03 -0.12 0.18 0.001
O -0.1880 2.5189 -2.3563 0.06 0.02 -0.18 -0.001
C 0.3003 -3.2471 2.5197 0.29 0.45 -0.46 -0.002
C -1.3180 5.8471 1.7261 0.82 0.10 -0.75 0.002
H -3.6475 3.1270 3.3525 -0.08 0.03 0.09 -0.003
C -1.2114 -4.3391 -1.7058 0.12 0.38 -0.01 0.000
O -1.1460 -2.0230 -1.2281 -0.34 0.63 -0.17 -0.002
H 5.1028 -1.3316 1.8156 0.18 0.15 0.03 0.000
H -2.2922 -4.2815 -1.5961 -0.10 0.01 -0.01 0.000
H -2.6883 4.7768 2.9407 -0.01 -0.03 0.01 0.001
H 2.3582 -0.1805 4.6023 -0.22 -0.17 0.00 0.001
C 0.6955 -2.1574 1.8352 0.75 -0.30 0.84 -0.024
O -5.5296 -0.0858 4.4969 -0.34 -0.71 0.11 0.002
H 1.3288 -2.1484 -4.1111 -0.02 -0.05 -0.15 0.000
C -1.3781 1.3442 -4.6544 0.23 0.18 0.13 0.000
C -1.7868 1.0810 -3.3550 -0.56 -0.40 0.22 0.000
S 2.9627 0.9028 -1.2702 1.82 0.42 -0.74 0.005
C 1.4134 -1.8142 -3.0802 -0.08 -0.15 0.39 0.000
H 2.9319 3.0021 -0.2309 0.02 0.20 0.25 0.006
C -3.8725 1.0382 3.2440 -0.35 -2.10 0.05 0.014
H 2.4557 -1.6137 -2.8462 0.02 -0.06 -0.04 0.000
H 4.0938 0.0231 4.7876 0.27 -0.11 0.00 0.002
Br -5.0731 -1.3483 -4.1661 0.22 0.18 -0.01 0.000
H 5.5047 1.6214 1.2206 0.07 0.04 -0.21 0.001
H -1.0724 -1.6681 -3.8878 0.04 0.08 -0.07 0.000
H 1.7142 -1.8372 1.7331 0.14 -0.02 0.15 -0.002
H 3.7053 -2.0653 2.5998 -0.10 0.03 0.13 0.000
C 5.0710 1.6764 2.2099 -0.68 -0.35 -0.14 0.016
H -0.5056 1.9636 -4.8193 0.04 0.02 0.10 0.000
C 0.8593 -2.8598 -2.1147 0.01 -0.09 -0.54 0.000
C -2.0342 2.2138 2.2148 -1.81 -1.53 0.97 0.026
H -1.6586 6.8232 2.0479 -0.06 -0.02 -0.02 0.000
C -3.2210 2.2133 2.9765 1.98 1.12 -1.19 -0.043
H -3.2325 0.0184 -2.1711 -0.04 -0.08 0.12 0.000
H 1.9147 2.9456 -1.7052 -0.23 0.18 -0.16 0.000
Ge 3.4056 0.5233 2.2774 0.84 -0.27 1.40 0.057
O -1.2867 1.0599 -1.0687 0.08 -0.72 0.62 0.000
C 0.1564 4.4630 0.4522 0.39 0.49 -0.23 0.002
H 0.1742 6.6035 0.3369 0.08 0.00 -0.05 0.001
H 3.6661 -1.6327 0.8722 -0.08 -0.13 -0.11 0.000
C 1.6283 -4.1715 -2.2739 -0.22 0.32 0.16 0.000
C -1.2842 -2.6856 -3.5772 0.15 0.09 0.46 0.000
H -0.9657 -5.1328 -2.4061 0.05 -0.15 -0.09 0.000
C -1.5201 -1.3808 1.6879 -0.74 1.24 0.18 -0.080
C -0.7001 -2.9751 -2.1985 0.06 -0.74 -0.13 0.000
H -3.5339 -0.2692 -6.4625 -0.10 -0.06 0.04 0.000
C 4.0166 -1.3372 1.8535 -0.32 0.46 -0.06 -0.003
H -3.8823 -1.0548 2.9131 -0.04 -0.08 0.10 -0.003
H 4.8690 2.7138 2.4590 -0.11 0.20 0.05 0.000
H -0.7894 -4.5653 -0.7279 0.03 -0.06 0.07 0.000
H 1.0150 -3.8312 3.0774 0.18 -0.03 0.03 0.001
O 3.9171 0.5345 -0.2346 -0.26 0.20 -0.02 0.006
O -5.4842 2.1532 4.5622 -0.28 0.93 0.22 0.001
H 0.8903 -0.8713 -2.9509 -0.08 0.11 -0.11 0.000
H 0.9706 4.3363 -0.2444 0.01 -0.08 -0.12 0.000
C -3.0604 0.1065 -5.5642 0.34 0.16 -0.07 0.000
B -0.1125 -1.8359 -0.3430 -0.37 -0.67 0.32 -0.003
C -1.9797 -2.6187 2.1720 0.17 -0.68 0.22 0.000
C -2.9148 0.2659 -3.1709 0.64 0.43 -0.20 0.000
C -1.0014 1.6128 -2.1631 0.07 0.52 -0.60 0.000
C 1.6904 1.3625 1.8552 -0.45 -0.87 -1.31 0.511
O 1.5959 0.4204 -0.9826 -0.62 0.24 0.12 0.015
C -1.8824 4.7094 2.2274 -0.01 -0.77 0.14 0.012
C -3.5387 -0.2084 -4.3063 -0.38 -0.15 0.08 0.000
H 1.6752 2.3162 2.3945 -0.21 0.04 0.04 0.035
C -2.1349 -0.1291 2.0141 1.14 -1.66 -0.25 0.006
C 2.8722 2.6988 -1.2664 -0.25 -0.86 0.00 0.006
C -0.2787 5.7306 0.7812 -0.55 0.06 0.63 0.018
N -1.4752 1.0370 1.7889 1.03 1.06 -1.04 0.014
H -0.8611 -3.3759 -4.3055 0.02 -0.08 -0.09 0.000
N -1.9818 0.8723 -5.7382 -0.35 -0.21 -0.21 0.000
```
Forces are in eV/Å.

net charge: -2
HOMO level (alpha / beta): -0.03760 / -0.05379 hartree
energy relative to the best compared isomer or geometry (same formula, charge and spin): 356.9 kJ/mol
<S²>: 1.0469
multiplicity: 2
LUMO energy (alpha / beta): 0.1321 / 0.1381 hartree

---

Density functional theory data (ωB97M-V/def2-TZVPD) for C33H38ClN12O2Pt as an isolated structure.

The geometry in XYZ format:
```
87
Properties=species:S:1:pos:R:3:forces:R:3:lowdin_spin:R:1
H 3.4033 -2.1279 -1.1430 -0.02 -0.06 0.02 0.005
H -6.4447 0.8178 3.5741 0.03 -0.02 -0.03 0.000
O -0.1004 -3.4477 0.4849 0.24 -0.02 0.11 0.001
H 3.4817 -3.9681 -4.3497 0.00 0.01 0.02 0.000
C 3.2280 0.2159 1.1218 -0.05 0.12 -0.14 0.115
H -2.2015 -0.6932 -3.9435 -0.05 -0.03 -0.05 0.000
C -5.6917 1.5592 3.3405 0.07 -0.03 0.02 0.000
C -3.3182 2.0831 3.1328 0.05 0.15 -0.02 0.000
C 0.5695 -4.4653 -3.5147 -0.04 -0.02 0.05 0.002
O -0.8549 -1.5672 -0.5257 0.24 -0.17 0.18 0.002
H 0.2397 0.8710 -3.0253 -0.03 0.03 0.01 0.007
C 4.5857 0.5095 1.3992 -0.02 -0.01 0.02 0.064
N 2.5610 -0.0600 3.4271 -0.04 -0.06 -0.02 0.079
H -1.1824 -5.1106 -4.5941 0.01 0.01 -0.01 0.000
N -1.2690 -0.4420 2.1352 0.06 -0.03 0.02 0.001
C -0.6987 -0.1745 -5.3814 -0.01 0.04 0.04 0.000
C -1.1172 -0.5471 -3.9496 0.23 0.02 0.00 0.001
H 2.6954 -0.0727 5.8807 0.00 0.01 0.00 0.000
N -3.9304 5.5059 2.1779 -0.02 0.01 0.03 0.000
H -1.3908 -0.6930 1.1594 -0.03 0.02 0.01 0.000
C -0.3971 3.0236 -0.4434 0.10 -0.03 0.04 0.000
C -0.6513 -4.2804 -4.1454 0.08 0.10 0.07 -0.003
C -2.2826 -3.4231 -0.4469 -0.12 -0.01 -0.02 0.000
C 0.0212 -0.3791 2.5616 -0.07 -0.01 -0.10 0.019
H 1.0045 -0.3087 6.1880 0.00 0.03 0.00 0.001
N -3.0609 4.5138 2.4571 0.17 0.10 0.09 0.000
H 4.9218 0.4266 2.4237 0.00 0.03 -0.02 0.004
C 1.5293 -0.2575 4.2252 0.02 0.06 0.07 0.030
H 3.8542 -3.7345 -0.5678 0.01 0.00 -0.03 0.001
H 4.6915 -3.7319 -3.0701 -0.04 0.02 -0.01 0.000
H 1.0126 -5.4562 -3.4874 0.00 0.00 0.01 0.001
N -5.1277 5.0768 2.3142 0.02 -0.20 0.04 0.000
H 3.6909 -2.3709 -3.6104 0.00 -0.03 0.00 0.000
Pt 0.9958 -0.6442 -0.4025 -0.38 -0.19 0.08 0.123
N -0.9824 3.9436 1.4439 0.04 0.09 -0.04 0.000
C 0.1040 3.1267 1.6388 -0.09 0.05 0.14 0.000
H -4.0692 0.1718 3.6639 -0.02 0.02 0.01 0.000
C 2.6370 -3.7691 -2.3463 -0.03 0.24 -0.04 0.001
H -2.0865 -2.8041 -4.7252 0.01 0.00 0.02 0.001
H -2.1366 -4.4382 -0.7995 -0.02 -0.04 0.02 0.000
H 1.6683 2.3488 2.8148 -0.03 0.02 -0.01 0.001
N 0.9745 -0.2824 1.6437 0.29 -0.10 0.05 0.078
C -6.0799 2.8266 2.9814 -0.08 -0.03 0.00 0.000
C 2.2609 -0.0614 2.1040 -0.17 0.08 0.00 0.177
H -1.2070 4.5195 3.4015 0.02 0.00 0.05 0.000
C -0.5055 -1.9087 -3.6120 -0.19 0.08 -0.09 0.022
C 4.9143 0.9599 -0.9396 0.11 0.03 0.10 0.131
H 3.1724 0.5988 -2.1599 -0.01 -0.09 0.01 -0.004
Cl -3.3074 -3.5109 1.0355 0.06 0.02 -0.08 0.000
C -1.1547 -2.9924 -4.1976 -0.05 -0.01 0.03 0.002
C 3.6912 -3.4466 -3.4127 0.06 0.00 0.03 0.001
N 0.4683 2.5598 0.5255 0.06 0.20 -0.24 0.002
H -1.3783 1.5082 -3.3878 -0.01 0.00 -0.01 0.002
H 1.0728 3.9102 3.3906 0.01 -0.01 0.01 0.000
N 0.2326 -0.3622 3.8822 0.02 -0.02 0.01 0.067
H -1.5141 5.8194 2.2338 -0.04 0.07 -0.04 0.000
C 5.4184 0.8691 0.3803 -0.01 0.02 -0.10 0.043
H 0.1332 2.4325 3.6808 0.02 0.00 -0.01 0.000
H 2.2109 -3.1283 -0.2999 0.04 -0.05 0.00 0.000
H -1.9004 -0.8779 2.7871 0.02 -0.03 -0.01 0.000
H -1.1298 0.4336 -2.0032 0.01 -0.02 0.02 0.000
C -3.7319 3.3782 2.7895 0.20 -0.16 0.00 0.000
H -0.9242 -0.9753 -6.0874 0.00 0.01 0.01 0.000
C 3.0412 -3.1473 -1.0069 0.01 -0.08 -0.03 0.011
C -1.2970 3.8875 0.0961 0.03 -0.06 0.09 0.000
H 0.3795 0.0086 -5.4106 -0.03 -0.02 -0.01 0.000
H -2.1259 4.4376 -0.3184 0.03 -0.02 0.02 0.000
N 1.3771 -1.0848 -2.2789 -0.03 -0.01 -0.33 0.711
H -1.2095 0.7359 -5.7110 0.03 -0.02 0.01 0.000
H -7.1227 3.1074 2.9126 0.03 0.01 0.01 0.000
C -4.3251 1.1916 3.4057 -0.13 0.00 0.00 0.000
C -0.8251 0.6339 -3.0289 -0.07 -0.09 0.01 0.015
C 0.6958 -2.1217 -2.8921 0.14 0.22 -0.04 0.083
C 0.7737 2.9509 2.9610 -0.05 0.01 -0.02 0.001
H -2.8221 -2.8272 -1.1734 -0.03 0.00 -0.02 0.000
N 1.7881 -0.3604 5.5642 0.01 -0.03 -0.02 0.008
H -0.3063 2.7021 -1.4686 -0.04 0.00 0.07 0.000
H -2.2766 1.7865 3.1466 -0.05 -0.02 -0.01 0.000
H 6.4639 1.0774 0.5771 -0.04 0.02 0.01 0.000
C 1.2580 -3.4241 -2.9033 0.00 -0.26 0.24 0.023
C -0.9345 -2.7991 -0.1093 -0.26 0.28 -0.25 0.000
H 5.5417 1.2623 -1.7662 -0.02 -0.01 0.02 0.009
H 2.6253 -4.8511 -2.1960 0.00 -0.07 -0.06 0.000
C -5.0655 3.7470 2.6975 -0.20 0.23 -0.05 0.000
C -1.6369 4.7567 2.4310 -0.10 -0.14 -0.11 0.000
N 2.7821 0.2238 -0.1903 0.22 -0.16 0.19 0.156
C 3.6035 0.6102 -1.1669 -0.07 -0.01 -0.03 0.002
```
Forces are in eV/Å.

net charge: -1
HOMO level (alpha / beta): -0.10672 / -0.15667 hartree
energy relative to the best compared isomer or geometry (same formula, charge and spin): 0.0 kJ/mol
<S²>: 2.0227
multiplicity: 3
LUMO energy (alpha / beta): 0.0846 / 0.0845 hartree

---

Density functional theory data (ωB97M-V/def2-TZVPD) for a 3-piece molecular cluster, C33H38F7INO14PS overall at a distorted geometry.

The geometry in XYZ format:
```
96
Properties=species:S:1:pos:R:3:forces:R:3:lowdin_charge:R:1
C 0.6693 -0.2013 -2.0204 1.46 -0.31 0.37 -0.036
O -2.5652 -1.1368 1.0349 0.21 -0.30 -0.58 -0.383
C 5.1094 1.3508 2.3956 -0.21 0.07 -0.01 -0.169
C 3.9002 -0.5060 1.5307 0.08 0.22 -0.36 -0.237
F -0.5954 -3.1620 5.8596 -0.23 0.45 0.19 0.184
C -3.3548 0.9942 -2.6733 0.03 0.95 0.89 -0.132
H -6.8454 -2.8975 8.2436 0.01 0.12 -0.06 0.096
F 1.1064 -0.4226 6.5797 -0.12 0.06 -0.08 0.147
H 3.0739 1.5032 3.2156 0.13 -0.27 -0.23 0.101
S 0.6292 -2.2584 3.0153 -0.30 -2.05 -0.03 0.786
H 3.2839 2.2575 1.6136 -0.02 -0.35 0.03 0.118
F 2.4601 -1.7593 5.5643 0.01 0.08 -0.42 0.157
O -2.4958 2.7095 -1.1261 -0.02 -0.31 0.08 -0.077
C 0.3726 0.7663 -2.9621 0.70 0.23 -0.64 -0.113
H -3.5855 0.9852 -3.7398 0.08 -0.16 0.05 0.120
H 5.0792 1.1932 -0.2106 -0.21 -0.06 0.10 0.106
H -3.2513 3.1684 -2.9777 -0.20 -0.14 -0.03 0.111
H -3.7514 -1.4176 4.4151 -0.04 0.04 0.11 0.104
H 6.2711 -0.5659 -1.9547 -0.33 0.25 0.02 0.119
C 1.4181 2.9809 -3.5293 -0.21 0.30 -0.17 -0.401
O 1.2301 -3.4474 3.5393 0.98 0.38 0.64 -0.237
I -3.3555 -3.5402 -1.1938 0.36 0.26 0.21 0.419
O -3.3802 0.9496 -8.8856 0.00 0.01 -0.01 0.009
O 5.0549 -0.0708 2.1172 -0.08 0.27 -0.02 -0.027
C -0.9249 -1.2034 -7.7088 0.19 -0.21 0.08 -0.034
F 0.2211 -2.3841 7.7456 -0.59 0.22 -0.21 0.188
H 1.0910 4.2146 -5.2942 0.09 0.07 0.19 0.087
O -0.7033 -2.4552 2.5651 -0.34 1.16 -0.45 -0.248
F 1.3660 -3.7085 6.5307 -0.15 0.15 -0.10 0.165
O -5.3397 -1.5338 6.5431 -0.03 0.04 0.04 0.122
C 3.7676 2.0502 2.5737 0.06 0.99 0.11 -0.221
H 1.3224 1.2198 -4.8254 0.05 0.16 0.03 0.132
H 4.3135 0.5983 -1.6544 -0.23 -0.04 0.20 0.104
C 2.0939 -0.6248 -1.7672 -0.08 -0.40 -0.18 -0.229
C 1.4643 -1.4084 0.4968 -0.85 -0.14 -0.02 -0.026
C 0.2022 -1.8412 -0.2320 -0.87 -0.18 -0.46 -0.254
O 2.8961 -0.8302 -2.6582 -0.48 0.13 0.63 0.126
H -0.4170 -1.9551 -8.3063 -0.11 0.07 -0.14 0.095
C 2.9636 -1.1023 2.3182 0.12 -0.46 1.76 0.026
H 5.6805 1.4729 3.3191 0.06 -0.29 -0.11 0.128
O -4.3172 -3.1752 5.3753 -0.02 -0.02 0.02 0.021
H 5.6655 1.8354 1.5861 0.04 0.03 0.14 0.115
C 1.1661 -1.4826 5.7425 -0.71 0.15 0.77 -0.358
H -7.8060 -2.4676 6.7977 0.09 0.08 0.06 0.097
H -2.3588 -0.2094 1.2210 0.00 -0.06 0.18 0.056
H 4.7413 4.0259 2.7650 -0.12 0.07 0.06 0.076
O -2.4734 0.7482 -6.8252 0.01 0.10 0.14 0.109
P -3.0805 -1.1779 -0.5371 -0.83 0.63 0.17 0.560
C 4.0041 3.4082 3.2792 -0.16 -0.86 0.37 -0.096
H -4.4433 2.6810 -1.7397 -0.08 -0.16 -0.35 0.114
O 5.5758 -2.0026 -0.6612 -0.12 0.23 0.06 -0.049
F 1.0669 0.1644 4.0929 0.30 -0.16 -0.15 0.109
H 2.4358 1.1612 -3.4435 -0.11 -0.13 -0.21 0.094
H -4.1050 0.4354 -2.1203 0.11 -0.24 -0.29 0.050
O -6.1328 -3.6478 6.4410 -0.02 -0.04 0.01 0.004
C -1.9467 0.5027 -2.3981 -1.00 -0.40 -0.36 -0.233
C 5.8975 -0.6374 -0.9250 0.72 -0.37 0.06 -0.216
C 0.4916 -1.0161 4.4230 0.35 0.60 -0.42 -0.443
C -7.2141 -3.2444 7.2794 -0.22 -0.03 0.14 -0.046
H 0.1004 4.6804 -3.8634 0.29 0.08 -0.07 0.079
C -5.2677 -2.6713 6.1566 0.06 -0.10 -0.08 -0.622
N 2.1282 3.4490 -2.5861 0.03 -0.16 -0.21 0.139
C 0.4789 -2.7014 6.4821 1.41 -1.02 0.01 -0.532
C -4.2077 1.9999 -8.3852 -0.20 0.19 -0.01 -0.041
C 3.6357 -0.3562 0.1734 1.05 0.46 0.11 -0.060
C -3.4566 2.4641 -2.1615 0.29 0.41 -0.06 -0.221
H -4.8570 1.6332 -7.5917 0.10 0.02 0.07 0.097
H -2.2722 3.6428 -1.1183 -0.08 0.01 0.01 0.085
H -2.6028 -2.7591 4.3579 -0.15 -0.16 -0.02 0.077
C -3.3127 -2.2333 4.9881 0.18 0.08 -0.19 -0.047
C 1.7556 -1.5458 1.8483 -0.91 -0.04 -0.55 -0.178
H 6.7427 -0.3452 -0.2868 -0.25 0.07 0.08 0.115
H -0.1879 -0.5000 -7.3241 -0.09 0.03 0.08 0.092
C -0.3010 -0.8156 -1.2584 0.16 -0.11 0.61 -0.061
H 3.0571 3.9330 3.4157 0.14 0.15 -0.28 0.073
H -3.6010 2.8304 -8.0272 0.01 -0.07 0.10 0.096
C -0.9421 1.0869 -3.1265 -0.24 0.75 -0.58 0.019
C 0.5435 3.8516 -4.4199 -0.37 -0.55 -0.04 -0.033
C 4.6896 0.2905 -0.6826 0.43 -0.04 -0.57 -0.075
O -0.3384 -2.9163 -0.1206 0.78 0.72 0.23 0.061
H -1.4452 -1.6953 -6.8887 0.00 0.12 0.05 0.100
C -2.5600 0.4185 -7.9799 0.00 -0.10 -0.16 -0.625
H -4.8216 2.3426 -9.2134 0.09 -0.13 -0.10 0.094
H 4.3465 3.1696 4.2929 0.23 0.31 -0.12 0.076
O -1.8529 -0.5406 -8.5714 0.01 0.00 -0.02 0.010
H -0.2909 3.2660 -4.8159 0.13 0.09 -0.06 0.057
C -1.6396 -0.4692 -1.4609 -0.25 -1.31 0.64 -0.289
H 2.0341 4.4649 -2.5472 -0.06 -0.04 0.12 0.051
C 2.4249 -0.8101 -0.2989 -0.01 0.17 -1.38 -0.008
H -1.2335 1.8559 -3.8323 0.05 -0.11 -0.06 0.116
F -0.8050 -0.7398 4.5818 0.03 -0.38 0.43 0.133
H -7.8396 -4.1195 7.4347 0.13 -0.09 -0.11 0.092
H 6.4058 -2.4543 -0.4875 -0.08 -0.13 0.00 0.091
C 1.4495 1.4756 -3.7696 0.01 0.32 0.36 -0.068
H 3.1938 -1.2164 3.3737 0.05 0.04 -0.10 0.137
H -2.7929 -1.8485 5.8628 -0.16 0.08 0.03 0.086
```
Forces are in eV/Å.

SMILES string: [H]/N=C(\C)Cc1cc(CCO)c(P(O)I)c2c1C(=O)c1c(CCO)c(OCCC)cc(S(=O)(=O)C(F)(F)C(F)(F)C(F)(F)F)c1C2=O.COC(=O)OC.COC(=O)OC
HOMO level: -0.29544 hartree
LUMO energy: -0.0244 hartree

---

no.,calculated total energy (hartree)
1,-7354.951423
2,-2667.519105
3,-4124.658773